Here is 13 unconnected molecules or ions with the total composition C60H145N7O13 at a distorted geometry from OMol25. Energies are from the ωB97M-V functional and the def2-TZVPD basis.

Each line ends with the Mulliken charge.
CARTESIAN COORDINATES (ANGSTROEM)
C1 -2.074904 -8.153242 0.728007  -1.382
C2 -3.097496 -7.022844 0.994437  0.497
C3 -3.847519 -6.450142 -0.206172  -0.687
O1 -2.990694 -5.749556 -1.106352  -0.270
C4 -3.761981 -5.115008 -2.124858  -0.744
N1 -4.031948 -7.473780 1.952984  -0.660
H1 -2.531188 -9.034212 0.276568  0.306
H2 -1.694435 -8.477245 1.696698  0.389
H3 -1.272121 -7.811089 0.074888  0.321
H4 -2.613196 -6.208519 1.533348  0.166
H5 -4.550415 -5.735349 0.221749  0.400
H6 -4.467186 -7.230372 -0.648174  0.338
H7 -3.226822 -4.208772 -2.408483  0.216
H8 -4.768663 -4.825283 -1.823594  0.345
H9 -3.938268 -5.812463 -2.943752  0.284
H10 -3.674845 -7.996251 2.740139  0.239
H11 -4.693084 -8.099485 1.515407  0.241
C5 1.639350 -1.254615 -2.726685  -1.434
C6 1.300251 -0.989495 -1.232248  0.550
C7 0.290391 0.154905 -1.076707  -0.750
O2 0.296978 0.710887 0.194861  -0.266
C8 -0.769542 1.598195 0.475146  -0.740
N2 0.911400 -2.161306 -0.435531  -0.700
H12 2.193578 -2.175866 -2.906246  0.396
H13 2.382078 -0.552593 -3.105666  0.362
H14 0.749661 -1.286250 -3.355613  0.314
H15 2.250687 -0.710164 -0.777554  0.233
H16 -0.652112 -0.358522 -1.266917  0.277
H17 0.465333 1.029983 -1.702604  0.420
H18 -0.543428 2.047213 1.442287  0.226
H19 -1.722908 1.080958 0.367198  0.308
H20 -0.813502 2.403391 -0.258213  0.303
H21 0.648325 -1.808782 0.473670  0.283
H22 0.056122 -2.526089 -0.829889  0.220
C9 -6.386686 7.634781 -9.593628  -1.489
C10 -6.333422 7.176945 -8.172496  0.593
C11 -5.242772 6.104617 -7.979825  -0.778
O3 -5.116837 5.865770 -6.577682  -0.258
C12 -4.597088 4.599544 -6.300812  -0.838
N3 -5.972227 8.409362 -7.513233  -0.774
H23 -5.384839 7.741410 -10.009605  0.341
H24 -6.849744 8.588104 -9.848276  0.369
H25 -6.910270 6.874877 -10.173724  0.355
H26 -7.342380 6.976020 -7.812334  0.308
H27 -4.292930 6.288069 -8.482062  0.373
H28 -5.631954 5.173698 -8.392178  0.400
H29 -3.631540 4.404450 -6.767442  0.323
H30 -5.281125 3.757328 -6.405107  0.344
H31 -4.360726 4.500183 -5.241404  0.257
H32 -6.811488 8.963889 -7.422420  0.256
H33 -5.692250 8.250973 -6.555828  0.222
C13 -9.920228 0.767405 2.876802  -1.771
C14 -8.740135 0.822585 3.848360  1.654
C15 -8.072589 2.171300 3.618425  -1.358
C16 -8.847541 3.389749 4.201783  -0.757
C17 -8.969720 3.064960 5.715540  -1.482
C18 -9.643541 1.786465 6.071082  1.573
N4 -9.137672 0.697368 5.310363  0.443
O4 -9.668148 -0.526610 5.610677  -0.494
C19 -9.257969 1.613855 7.563219  -1.895
C20 -11.139936 2.015556 5.938426  -1.533
C21 -7.722166 -0.153614 3.377434  -1.948
H34 -10.694401 1.524680 3.000491  0.328
H35 -10.342980 -0.234793 2.947409  0.371
H36 -9.699997 0.915077 1.819547  0.402
H37 -7.077109 2.109791 4.058125  0.396
H38 -7.940836 2.359194 2.552853  0.463
H39 -9.782422 3.614540 3.688393  0.367
H40 -8.354134 4.346560 4.031017  0.407
H41 -9.440522 3.900106 6.234176  0.600
H42 -7.934535 3.120528 6.052284  0.372
H43 -9.895523 0.851249 8.010510  0.389
H44 -8.256833 1.230342 7.760013  0.437
H45 -9.233489 2.537912 8.140815  0.351
H46 -11.465553 2.911752 6.466545  0.404
H47 -11.314521 2.248361 4.887987  0.320
H48 -11.774799 1.153079 6.141377  0.337
H49 -8.077634 -1.183204 3.336495  0.431
H50 -6.878186 -0.085307 4.063828  0.473
H51 -7.422580 0.040514 2.347548  0.356
H52 -8.883657 -1.016461 5.868000  0.361
C22 7.962211 4.154172 1.951706  -1.936
C23 7.305265 2.806827 1.579402  1.892
C24 8.402587 1.821263 1.271197  -1.264
C25 9.128487 1.135734 2.446457  -0.647
C26 8.033308 0.534407 3.333603  -1.249
C27 6.982058 1.585258 3.802950  1.416
N5 6.431547 2.234085 2.602171  0.463
O5 5.290695 2.965658 2.733814  -0.465
C28 5.822975 0.788969 4.516551  -1.833
C29 7.606300 2.574381 4.760249  -1.711
C30 6.505045 3.048711 0.291667  -2.275
H53 8.876126 4.043054 2.535247  0.331
H54 7.261663 4.763283 2.522935  0.368
H55 8.251538 4.719463 1.065792  0.480
H56 8.050334 1.083202 0.550583  0.432
H57 9.172609 2.345752 0.705448  0.366
H58 9.747741 1.736414 3.112665  0.318
H59 9.803504 0.369350 2.065540  0.404
H60 8.427607 0.005209 4.201115  0.469
H61 7.677495 -0.283978 2.707715  0.370
H62 5.013825 1.442740 4.842093  0.390
H63 5.402383 0.145811 3.743543  0.429
H64 6.066607 0.144234 5.360971  0.377
H65 7.822408 2.082072 5.708422  0.465
H66 8.611179 2.920369 4.518163  0.331
H67 7.017827 3.486064 4.863358  0.310
H68 5.862541 3.919507 0.422123  0.473
H69 5.971560 2.123380 0.074314  0.519
H70 7.109370 3.305067 -0.578491  0.423
H71 4.742090 2.575535 2.049390  0.355
C31 9.666114 -5.540018 -8.573334  -1.999
C32 10.313192 -4.140885 -8.720115  1.394
C33 10.159050 -3.808807 -10.209782  -1.219
C34 10.462702 -2.302563 -10.563822  -0.689
C35 9.707326 -1.418170 -9.631557  -1.405
C36 9.788222 -1.696942 -8.116582  1.570
N6 9.548124 -3.152118 -7.898921  0.287
O6 9.530748 -3.558666 -6.592409  -0.486
C37 11.158318 -1.181711 -7.548992  -1.537
C38 8.611105 -0.913355 -7.501904  -1.928
C39 11.848261 -4.359095 -8.458408  -1.568
H72 8.593727 -5.474373 -8.757105  0.445
H73 9.768754 -5.878519 -7.542321  0.457
H74 10.172334 -6.288687 -9.182718  0.396
H75 10.820382 -4.467876 -10.772228  0.426
H76 9.131656 -3.979625 -10.531297  0.390
H77 10.242991 -2.073649 -11.606616  0.420
H78 11.528495 -2.093823 -10.471068  0.313
H79 8.668310 -1.334746 -9.950294  0.481
H80 9.913531 -0.369807 -9.847243  0.486
H81 12.056682 -1.581342 -8.019444  0.287
H82 11.049556 -0.109229 -7.710432  0.432
H83 11.254998 -1.487395 -6.507214  0.376
H84 8.566682 -0.970229 -6.414291  0.410
H85 8.774423 0.158537 -7.613587  0.397
H86 7.658410 -1.235422 -7.922324  0.455
H87 11.881828 -4.591453 -7.393991  0.379
H88 12.429420 -3.447593 -8.598103  0.263
H89 12.365791 -5.160774 -8.985274  0.409
H90 8.658912 -3.955422 -6.528517  0.358
C40 -3.374522 -1.481193 8.427829  -1.776
C41 -2.550480 -2.796301 8.294445  1.662
C42 -1.460331 -2.843482 9.406914  -1.424
C43 -1.937269 -3.181390 10.814008  -0.726
C44 -2.595556 -4.570185 10.631368  -1.159
C45 -3.707039 -4.660966 9.538268  1.217
N7 -3.335922 -4.032953 8.282462  0.278
O7 -4.404715 -3.977828 7.422374  -0.503
C46 -3.962372 -6.188947 9.260853  -1.803
C47 -5.036762 -4.007916 10.140571  -1.470
C48 -1.685544 -2.804713 6.962050  -1.817
H91 -2.736242 -0.635935 8.170440  0.426
H92 -3.753393 -1.299548 9.433593  0.323
H93 -4.243961 -1.499383 7.770689  0.433
H94 -0.582134 -3.474419 9.269836  0.424
H95 -0.978070 -1.881016 9.577715  0.449
H96 -2.493230 -2.398032 11.329131  0.357
H97 -1.107551 -3.290864 11.512362  0.411
H98 -2.981114 -4.828718 11.617566  0.444
H99 -1.843965 -5.296062 10.321021  0.371
H100 -4.346127 -6.588591 10.199537  0.374
H101 -4.771218 -6.240499 8.532010  0.449
H102 -3.102622 -6.718328 8.850131  0.400
H103 -5.864790 -4.307721 9.498257  0.380
H104 -5.105138 -4.274814 11.195185  0.380
H105 -5.030275 -2.918235 10.114816  0.279
H106 -0.985971 -1.972805 7.043423  0.427
H107 -2.348727 -2.478842 6.160735  0.428
H108 -1.042710 -3.651237 6.720694  0.381
H109 -4.142744 -4.621515 6.760066  0.386
C49 7.117738 -7.362678 -1.067731  -1.098
C50 6.147707 -6.220706 -1.000592  -0.107
O8 4.851614 -6.843404 -0.635947  -0.532
H110 8.101576 -6.919809 -1.222760  0.340
H111 6.893739 -8.178576 -1.754933  0.295
H112 7.253851 -7.895848 -0.126832  0.303
H113 5.997920 -5.783716 -1.987857  0.234
H114 6.370929 -5.400329 -0.318497  0.283
H115 4.225363 -6.119159 -0.566160  0.282
C51 -3.233900 -1.272033 -10.152944  -0.930
C52 -2.127814 -0.198461 -10.255203  -0.201
O9 -0.995708 -0.549138 -9.472264  -0.526
H116 -4.080914 -1.024520 -10.792786  0.311
H117 -3.617028 -1.318061 -9.133530  0.253
H118 -2.857661 -2.273272 -10.362852  0.301
H119 -2.570930 0.715414 -9.859498  0.231
H120 -1.750450 -0.102818 -11.273319  0.265
H121 -0.468026 -1.256529 -9.850069  0.295
C53 -0.163721 -8.447568 -5.770263  -0.878
C54 0.957865 -7.406045 -5.691380  -0.231
O10 2.173141 -8.103191 -5.621712  -0.508
H122 -0.309000 -8.997744 -6.699931  0.274
H123 -1.149906 -8.003427 -5.635022  0.317
H124 -0.060330 -9.122348 -4.920509  0.244
H125 0.739179 -6.766594 -4.836165  0.206
H126 1.003245 -6.702365 -6.522573  0.267
H127 2.374588 -8.206313 -4.688769  0.310
C55 0.790291 9.040456 0.579234  -0.895
C56 1.430295 10.036708 -0.386803  -0.281
O11 1.354065 11.335194 0.100972  -0.502
H128 1.070676 8.032513 0.273383  0.305
H129 -0.288705 9.186945 0.530273  0.227
H130 1.166383 9.093285 1.600935  0.295
H131 0.979323 9.828376 -1.357018  0.275
H132 2.467381 9.729532 -0.521688  0.255
H133 0.697803 11.762335 -0.454424  0.320
C57 -7.162516 8.186291 -1.356103  -1.104
C58 -5.666916 8.573408 -1.220851  -0.214
O12 -5.047123 8.553701 -2.532326  -0.480
H134 -7.689531 8.234985 -0.403213  0.332
H135 -7.455076 7.238384 -1.807748  0.349
H136 -7.727175 8.851897 -2.008961  0.309
H137 -5.197082 7.931525 -0.475637  0.240
H138 -5.748965 9.530024 -0.704852  0.291
H139 -5.244158 7.679948 -2.877779  0.276
C59 0.116741 8.012875 7.754577  -0.877
C60 -1.244526 7.404057 8.010930  -0.260
O13 -2.182545 8.442082 8.158368  -0.524
H140 0.812608 7.351492 7.238381  0.305
H141 0.524010 8.240313 8.739719  0.252
H142 0.017081 8.916222 7.152809  0.275
H143 -1.209153 6.884518 8.968487  0.216
H144 -1.451832 6.662758 7.239182  0.297
H145 -2.133123 8.678421 9.087505  0.315

Cartesian forces (eV/Å) of the 2 atoms listed first:
C -0.0929 0.7498 -0.4369
C 1.7248 -0.3840 -0.0198

HOMO level ... -8.0 eV
Electronic energy ... -101606.4959 eV
Lowest unoccupied orbital energy ... 0.156 eV
Total charge ... 0
Maximum force ... 0.0758 Eh/bohr
2S+1 ... 1